This record from OMol25 describes a structure of composition C10H15BClO2SrTm in a non-equilibrium geometry. The level of theory is ωB97M-V with the def2-TZVPD basis set.

Values from the calculation:
Net charge: -2
2S+1: 3

```
31
Properties=species:S:1:pos:R:3:forces:R:3
Tm -0.418982 1.504152 -0.604760 0.08 -0.68 -0.12
Cl -2.224331 -0.253899 -0.909013 0.60 -1.69 0.68
C 1.309430 0.542167 -1.853082 -0.06 0.48 -0.12
H 2.388227 0.655250 -1.819508 0.29 0.19 0.12
H 0.959469 0.970393 -2.790673 0.01 -0.06 -0.81
H 1.101487 -0.525162 -1.853142 -0.19 -0.30 -0.09
Sr -4.017026 1.122651 -2.235053 0.80 1.23 -0.07
C -3.409510 0.395641 -4.709243 -0.06 -0.29 -0.34
C -5.124793 1.470509 0.095802 -0.40 -0.33 0.37
C -1.822897 2.933961 -1.627046 -0.35 0.23 -0.28
H -4.434775 1.899673 0.857234 -0.36 -0.17 -0.43
H -6.035270 2.086235 0.022375 -0.14 -0.09 0.43
H -5.383878 0.425039 0.411059 -0.07 0.65 0.02
H -2.343589 0.600643 -4.975791 -0.67 -0.14 0.15
H -3.567918 -0.713431 -4.679708 0.11 0.53 -0.31
H -4.072427 0.846876 -5.472458 0.23 -0.31 -0.13
H -2.015808 3.094725 -2.718538 0.47 0.07 0.17
H -2.599786 3.562448 -1.149469 0.02 0.06 0.21
O 2.269376 0.371358 1.671641 1.31 0.10 0.43
B 1.120683 -0.187569 1.070794 -1.59 0.85 0.27
O 1.102003 -1.560035 1.462260 0.92 -0.95 0.71
C 2.226318 -1.799563 2.241516 -0.42 0.28 -0.41
C 2.692015 -2.942678 2.878052 -0.04 -0.21 -0.08
C 3.909983 -2.870643 3.572239 0.19 0.36 0.06
C 4.624716 -1.664931 3.627515 0.26 -1.00 0.58
C 4.129292 -0.532122 3.024468 0.07 1.36 -0.53
C 2.939157 -0.608174 2.336572 -0.33 -0.16 -0.09
H 2.153045 -3.886568 2.842225 -0.03 0.21 -0.10
H 4.317880 -3.748364 4.085218 -0.26 0.26 -0.25
H 5.574673 -1.619525 4.170578 -0.33 -0.05 -0.19
H 4.653234 0.430942 3.027934 -0.08 -0.43 0.15
```
Forces are in eV/Å.

This record from OMol25 describes a cluster of 2 separate species, C10H15BrS in total in a non-equilibrium geometry. The level of theory is ωB97M-V with the def2-TZVPD basis set.

```
27
Properties=species:S:1:pos:R:3:forces:R:3
C -0.833802 3.512580 -0.769374 0.86 1.46 -0.88
C -0.204354 2.616190 0.173833 -0.72 1.95 -1.86
C -2.174533 3.330475 -0.880085 -0.48 -1.71 -1.15
C -1.020817 1.663418 0.624060 -1.58 -0.58 0.43
C 1.575918 -3.186054 0.284743 -2.05 1.79 0.70
C -0.822072 -0.970578 -1.117699 -0.37 -4.02 2.86
C 1.509609 -0.116401 -0.385875 -1.88 -2.02 1.07
C 0.540873 -2.103085 0.908625 -0.97 -0.78 -2.42
C -0.755689 0.558674 1.497543 1.86 -1.26 -1.83
C 0.221428 -0.959803 -0.045946 1.34 3.67 2.07
S -2.631917 1.904722 -0.038679 0.30 -0.44 0.96
Br 0.629352 0.815912 2.801300 -0.18 0.04 -0.07
H -0.291503 4.276060 -1.430185 -0.71 -1.19 1.35
H 0.777459 2.767432 0.471549 1.63 0.06 0.61
H -2.891709 3.446264 -1.707574 0.67 1.10 0.43
H 2.578856 -2.763186 0.246495 -0.03 -0.21 0.14
H 1.206931 -3.333108 -0.733745 0.32 -0.71 0.15
H 1.484950 -4.036903 0.963461 0.37 -0.20 -0.59
H -0.557124 -1.753469 -1.803304 0.52 -0.20 -1.01
H -1.760922 -1.427427 -0.706889 0.39 0.92 -0.21
H -0.952035 -0.067637 -1.566333 -0.45 2.50 -1.28
H 2.301541 -0.618112 0.127526 0.74 0.68 1.00
H 1.757330 -0.366964 -1.355325 0.33 -0.48 -2.69
H 1.471384 0.955367 -0.390127 -0.18 0.42 0.62
H -0.473530 -2.513994 1.060812 0.64 -0.65 0.35
H 0.921639 -1.746464 1.832894 0.32 0.51 0.76
H -1.607266 0.116091 1.938298 -0.67 -0.65 0.45
```
Forces are in eV/Å.

This record from OMol25 describes an isolated molecule of C10H15Cl in a non-equilibrium geometry. The level of theory is ωB97M-V with the def2-TZVPD basis set.

```
26
Properties=species:S:1:pos:R:3:forces:R:3
C 0.074114 -0.467694 1.598479 2.25 -0.17 1.42
C 1.376889 -0.204790 1.307905 -1.73 -1.34 0.07
C -0.828289 -1.324611 -0.652522 -0.93 0.23 -1.78
C -1.013316 -0.673970 0.666883 -0.64 2.68 2.12
C -0.414869 0.001852 -1.250683 0.44 0.44 1.10
C 2.045946 -0.311119 0.016325 -0.74 -0.53 -0.88
C -1.058923 0.793641 -0.129182 -0.09 -0.07 0.25
C 2.457758 -1.682041 -0.494654 1.10 0.72 1.90
C -2.491664 1.026293 -0.526653 0.20 1.11 -3.56
C -0.404893 2.149498 0.325335 0.40 -1.59 0.56
Cl 3.163753 0.962148 -0.394049 -0.15 0.03 0.16
H -0.202131 -0.381347 2.699418 0.39 -0.30 -1.52
H 1.964399 -0.251283 2.179905 1.25 0.78 1.01
H -0.141343 -2.087322 -0.827684 1.52 -1.37 0.46
H -1.746215 -1.821329 -1.010995 -0.18 0.67 -0.17
H -1.885075 -0.831337 1.335276 -0.03 -0.32 -1.17
H 0.030020 0.397131 -2.166801 -0.23 -0.49 0.14
H 3.363917 -1.635878 -1.042919 0.91 0.49 -0.76
H 1.785106 -2.182600 -1.137397 -1.09 -0.62 -0.22
H 2.782134 -2.264237 0.401107 -0.79 -0.13 -0.60
H -3.125412 1.696002 0.053337 0.31 -0.06 0.27
H -3.047059 0.117731 -0.813907 0.27 0.29 0.32
H -2.203333 1.536137 -1.551267 -1.73 -0.35 1.57
H 0.003656 2.748617 -0.470655 -0.43 0.13 -0.81
H 0.492259 1.919156 0.879122 0.32 -0.18 0.29
H -0.977438 2.771352 1.006276 -0.58 -0.07 -0.19
```
Forces are in eV/Å.

This record from OMol25 describes a structure of composition C10H15ClN2 in a non-equilibrium geometry. The level of theory is ωB97M-V with the def2-TZVPD basis set.

```
28
Properties=species:S:1:pos:R:3:forces:R:3
C 3.841793 -1.413259 0.211184 2.45 -1.66 -3.90
C 2.523870 -1.091526 -0.402196 -2.85 0.40 -0.59
C 2.307970 1.302814 0.097684 -0.34 0.28 1.64
C 0.427308 -0.263289 0.653350 -2.69 -2.45 -0.87
C -0.278788 0.505142 -0.603137 -3.48 0.38 2.45
C -1.839600 0.569092 -0.226419 3.23 5.13 -0.59
C -2.665447 1.787077 -0.024045 0.92 -0.65 0.18
C -4.782994 0.641780 0.217946 8.54 -0.12 -1.31
C -3.875343 -0.441379 0.019749 -3.69 -0.08 1.46
C -2.482165 -0.545738 -0.115502 -4.28 -2.65 -0.90
H 3.804099 -1.483628 1.245040 0.00 0.95 2.01
H 4.021356 -2.516437 -0.006906 0.21 1.20 -0.31
H 4.718448 -0.836274 -0.283800 -1.35 -0.80 1.44
H 1.883801 -1.998932 -0.323317 0.45 0.43 -0.20
H 2.409011 -0.757470 -1.546948 0.98 -0.76 2.26
H 3.118531 1.857909 1.477831 -1.77 -1.24 -3.87
H 1.032212 2.120933 0.077340 5.14 -1.58 0.39
H 3.074331 1.166281 -1.102512 -2.41 1.07 3.97
H -0.337371 -0.067974 1.885051 2.93 -0.19 -3.55
H 0.388155 -1.504013 0.476788 -0.93 3.41 0.76
H -0.373527 -0.176026 -1.502621 1.25 1.18 0.66
H 0.179702 1.640703 -0.612394 -1.76 -3.40 -1.21
H -2.163517 2.794498 -0.034349 -0.52 -1.13 -0.03
H -5.819024 0.579062 0.201496 -1.54 0.36 0.28
H -2.373012 -1.566107 -0.470786 1.82 0.11 0.41
N 1.810303 -0.086269 0.429558 2.45 2.97 -0.47
N -3.966808 1.800808 0.185474 -1.76 -0.11 -0.01
Cl -4.583284 -2.017791 0.076446 -1.00 -1.06 -0.08
```
Forces are in eV/Å.

This record from OMol25 describes the ion C10H15ClN3 with charge +1 in a non-equilibrium geometry. The level of theory is ωB97M-V with the def2-TZVPD basis set.

Values from the calculation:
Net charge: +1
Structure (SMILES): N[N@+]1(c2cccnc2)CCC[C@H]1CCl

```
29
Properties=species:S:1:pos:R:3:forces:R:3
N -0.903418 -1.213735 -1.198128 -0.63 -0.85 -1.19
N -0.467628 -0.347291 -0.193391 3.36 -0.77 -0.12
C 1.207509 -0.508208 -0.053581 -2.47 0.14 -1.24
C 1.960470 -0.516656 -1.200451 2.15 -1.65 2.34
C 3.327869 -0.837370 -0.996171 -3.88 1.55 2.48
C 3.819125 -0.875783 0.317458 1.70 -0.53 -1.72
N 3.087550 -0.774071 1.384477 -1.35 -0.34 0.23
C 1.754825 -0.677119 1.154169 1.49 0.75 1.22
C -1.128856 -0.748319 1.007143 -2.84 -0.38 4.32
C -2.604402 -0.142716 0.846940 -1.65 -1.87 2.57
C -2.558733 0.860716 -0.258475 0.00 1.24 -2.42
C -0.993273 1.033641 -0.470017 -1.50 1.81 -2.11
C -0.469545 2.233779 0.342411 1.04 -0.17 -1.75
Cl 1.305413 2.411003 0.130574 0.14 0.43 0.03
H -1.340475 -2.139751 -1.072099 0.67 1.19 0.74
H -0.794328 -0.909003 -2.143175 0.13 0.29 -0.12
H 1.508654 -0.514180 -2.115279 -0.77 0.38 -2.50
H 3.952056 -0.806340 -1.775604 2.35 -0.31 -2.87
H 4.916586 -1.032238 0.384312 -0.82 0.22 0.50
H 1.186275 -0.514133 2.011560 -0.79 -0.18 1.41
H -0.726089 -0.289163 1.997382 -0.12 -0.83 -2.20
H -1.225646 -1.887473 1.145181 0.72 1.84 -0.37
H -3.136994 0.180337 1.863101 1.82 -0.09 -2.00
H -3.247882 -1.019236 0.665825 0.09 0.44 -0.61
H -3.017547 0.611654 -1.282171 0.74 -0.67 1.62
H -3.134521 1.817383 -0.145076 1.09 -0.56 0.78
H -0.817272 1.239100 -1.584793 0.17 -0.24 1.67
H -0.605259 2.218825 1.400252 -0.64 -0.07 0.59
H -0.854472 3.146348 -0.162382 -0.22 -0.75 0.73
```
Forces are in eV/Å.

This record from OMol25 describes an isolated molecule of C10H15ClO in a non-equilibrium geometry. The level of theory is ωB97M-V with the def2-TZVPD basis set.

Values from the calculation:
Structure (SMILES): C=C=CCCC(C)(C)/C(Cl)=C\O

```
27
Properties=species:S:1:pos:R:3:forces:R:3
C 2.742464 1.797711 -0.399073 2.61 -1.19 -1.13
C 1.521339 1.830105 -0.007272 0.52 1.26 1.03
C 0.383462 2.004503 0.566970 -1.14 1.26 1.31
C -0.869613 1.695188 -0.229146 0.46 0.52 -0.50
C -0.847469 0.520848 -1.192960 -0.39 -1.07 -0.61
C -0.619740 -0.811631 -0.378169 -1.11 0.65 2.21
C -1.653934 -0.840151 0.854454 1.20 1.85 -2.45
C -1.039096 -2.002828 -1.217141 2.77 0.72 -0.05
C 0.788908 -0.884323 0.200307 -1.20 -1.49 -2.98
Cl 1.902431 -1.265848 -1.138231 0.50 0.05 0.31
C 1.316873 -0.880646 1.393375 1.96 0.35 -0.87
O 0.741848 -0.643348 2.563947 0.36 0.55 1.30
H 3.314598 2.622579 -0.864053 -0.82 -0.30 0.22
H 3.328618 0.831801 -0.408832 -0.74 1.13 0.35
H 0.297130 2.542413 1.629632 0.24 -1.55 -2.40
H -1.602026 1.362998 0.464856 -1.06 0.78 0.55
H -1.135307 2.604685 -0.781854 -0.46 -0.12 0.34
H -1.884321 0.456801 -1.683443 1.27 0.02 0.81
H -0.163581 0.576629 -2.069781 -0.07 0.12 0.80
H -1.701408 -1.825739 1.176350 -0.42 -1.88 0.62
H -2.496467 -0.553961 0.210099 -0.72 -0.02 1.45
H -1.367921 -0.201617 1.695518 -0.67 0.28 -0.50
H -1.293567 -2.883034 -0.720427 0.15 -1.48 1.41
H -0.180971 -2.165758 -1.846196 -0.09 -0.64 -0.69
H -1.868200 -1.837110 -1.796482 -2.01 1.04 -1.59
H 2.400298 -0.853381 1.368960 0.10 -0.26 0.60
H -0.014360 -1.196886 2.608589 -1.24 -0.57 0.43
```
Forces are in eV/Å.

This record from OMol25 describes a structure of composition C10H15FN in a non-equilibrium geometry. The level of theory is ωB97M-V with the def2-TZVPD basis set.

Values from the calculation:
Net charge: +1

```
27
Properties=species:S:1:pos:R:3:forces:R:3
C -2.678216 -1.007949 -0.165329 1.28 -2.03 0.34
C -1.588521 -1.809578 -0.067131 -1.43 1.98 0.72
C -1.603633 1.250615 0.124369 2.40 -4.99 0.35
C -2.660341 0.411207 -0.136557 1.27 3.46 0.52
C 0.070275 -0.797707 1.566709 2.52 1.36 0.40
C -0.215507 -1.323248 0.223902 0.69 0.10 -1.76
C 0.056896 0.167299 0.399332 -5.60 1.57 -0.36
C 0.937127 -2.037517 -0.509977 -1.43 -1.08 1.86
C 0.839061 1.589592 -1.475672 -0.81 -1.23 1.09
C 1.991525 1.590145 0.675848 2.47 0.01 0.80
N 1.197020 0.827306 -0.244780 -1.24 -1.99 -0.89
F -3.888640 0.945954 -0.315836 0.48 0.00 0.01
H -3.642050 -1.505947 -0.104276 -0.02 0.37 -0.35
H -1.860523 -2.816034 0.138238 0.50 -1.07 -0.30
H -1.342046 2.271681 0.253479 -0.81 0.62 -0.08
H -0.759869 -0.568017 2.168906 -0.74 -0.18 1.13
H 1.071342 -0.976881 2.075655 -1.51 -0.05 -0.62
H 1.825012 -1.846403 0.177458 -0.40 -0.49 -1.75
H 0.870368 -1.717725 -1.563727 0.92 -0.23 0.37
H 0.636154 -3.131506 -0.445991 0.98 1.15 -0.28
H 0.378091 2.453050 -1.089126 -0.68 1.23 -0.08
H 1.813556 1.804372 -1.767536 1.27 0.69 -1.89
H 0.152747 1.019398 -2.121027 0.67 0.25 0.15
H 1.311368 2.086696 1.326391 -0.14 0.49 0.74
H 2.633853 0.848426 1.163146 -0.44 0.31 0.69
H 2.762748 2.276950 0.259028 -1.09 -0.28 -0.41
H 1.692197 -0.004186 -0.545505 0.87 0.03 -0.42
```
Forces are in eV/Å.

This record from OMol25 describes an isolated molecule of C10H15FO2 in a non-equilibrium geometry. The level of theory is ωB97M-V with the def2-TZVPD basis set.

Values from the calculation:
Structure (SMILES): CC(O)=C=C=C(C)[C@@H](O)C(C)(C)F

```
28
Properties=species:S:1:pos:R:3:forces:R:3
C 4.207861 -0.873541 0.898712 1.27 0.27 -0.97
C 3.620082 0.305863 0.159430 3.42 0.98 0.32
O 4.627062 1.123703 -0.451776 -1.51 -0.92 0.22
C 2.453685 0.859179 0.295010 -1.03 -0.59 -0.54
C 1.245064 1.139047 0.137193 -7.93 0.83 0.08
C -0.238681 1.378554 0.006303 7.27 -0.94 2.02
C -0.611710 2.600967 -0.702765 0.47 -0.83 -1.47
C -1.239335 0.460879 0.581040 -1.07 -1.38 0.66
O -2.222686 1.134294 1.388713 -0.58 1.93 -1.62
C -2.085168 -0.307500 -0.496443 0.16 -1.13 2.79
C -1.264458 -1.035467 -1.469573 1.75 0.76 -1.58
C -3.117822 -1.222654 0.196564 -1.36 3.17 -0.13
F -2.770780 0.702211 -1.150458 -0.66 0.43 -0.70
H 5.154136 -0.475024 1.402203 -1.30 -0.87 -0.27
H 4.487783 -1.711424 0.229313 0.24 0.70 -0.10
H 3.536593 -1.369807 1.556103 -0.60 0.20 0.99
H 5.472680 0.843615 -0.108646 0.42 -0.17 0.04
H -1.487308 3.140972 -0.409431 -0.55 0.10 0.66
H 0.284970 3.240227 -0.560794 -0.79 -0.03 -1.37
H -0.909303 2.066061 -1.672332 0.80 2.05 0.19
H -0.756286 -0.283244 1.256314 -0.31 0.48 -0.54
H -2.756114 1.736379 0.740962 1.39 -1.60 1.75
H -0.385291 -1.631547 -1.155558 -0.32 0.86 0.67
H -0.897236 -0.148694 -2.083561 -0.13 -1.80 -0.19
H -1.833917 -1.802849 -1.966586 -0.53 0.28 -0.91
H -3.407321 -0.715611 1.153252 -0.01 -0.74 -0.85
H -4.008898 -1.304144 -0.466280 0.58 -0.01 0.45
H -2.735017 -2.163680 0.377036 0.91 -2.01 0.41
```
Forces are in eV/Å.

E_tot values (in eV) by entry order: -58269.5760; -91487.6138; -23129.9874; -26104.6029; -27596.0262; -25179.0720; -14809.4940; -17421.0257.